The following is a quantum chemistry calculation of C3H7N2S as an isolated structure at a distorted geometry, from OMol25.

Geometry (Å):
C: -1.86 -0.98 0.09
C: -0.42 -0.72 0.06
C: -2.59 0.13 0.04
N: -1.58 1.49 -0.02
N: 2.23 0.24 0.11
S: -0.02 0.89 -0.05
H: -2.29 -1.96 0.16
H: 0.40 -1.36 -0.11
H: -3.64 0.50 0.28
H: -1.74 2.51 -0.09
H: 2.86 -0.25 0.58
H: 2.37 1.14 0.44
H: 2.19 0.05 -0.87

Calculated values
* calculated total energy: -17030.616 eV
* largest force on an atom: 6.28 eV/Å
* Kohn-Sham gap: 9.24 eV
* LUMO: -5.161 eV
* net charge: +1
* energy above the lowest of the compared OMol25 structures with the same formula, charge and spin: 285.03 kJ/mol
* HOMO level: -14.40 eV


The following is a quantum chemistry calculation of C96H216F2NO4P6S2 as an isolated structure at a distorted geometry, from OMol25.

Geometry (Å):
C: -2.49 0.84 2.65
C: -3.35 -0.14 3.55
C: -2.83 -1.59 3.64
C: -1.45 -1.80 4.39
P: -1.47 -1.57 6.20
C: -1.66 0.18 6.69
C: -0.98 0.61 7.99
C: -1.11 2.16 8.18
C: -0.76 2.67 9.56
C: 0.07 -2.34 6.86
C: 1.39 -1.97 6.10
C: 2.55 -2.63 6.80
C: 3.85 -2.31 6.09
C: -2.89 -2.50 6.74
C: -2.99 -2.60 8.27
C: -4.41 -3.03 8.73
C: -5.54 -2.12 8.29
H: -2.43 0.34 1.68
H: -1.47 1.00 2.99
H: -3.04 1.76 2.59
H: -4.40 -0.17 3.32
H: -3.41 0.30 4.59
H: -2.62 -1.89 2.60
H: -3.65 -2.22 3.98
H: -0.76 -1.05 3.99
H: -1.02 -2.83 4.27
H: -2.75 0.38 6.74
H: -1.32 0.76 5.83
H: 0.09 0.37 8.01
H: -1.46 0.05 8.82
H: -2.09 2.35 7.79
H: -0.41 2.57 7.41
H: -1.58 2.50 10.31
H: -0.63 3.75 9.58
H: 0.09 2.20 10.04
H: -0.15 -3.41 6.77
H: 0.10 -2.05 7.94
H: 1.50 -0.90 6.04
H: 1.22 -2.39 5.09
H: 2.51 -3.72 6.80
H: 2.68 -2.18 7.78
H: 3.78 -2.41 5.00
H: 4.70 -2.96 6.43
H: 4.22 -1.30 6.28
H: -2.85 -3.49 6.28
H: -3.76 -1.98 6.32
H: -2.65 -1.63 8.67
H: -2.21 -3.32 8.62
H: -4.43 -3.10 9.81
H: -4.55 -4.01 8.28
H: -5.41 -1.77 7.26
H: -5.52 -1.22 8.99
H: -6.52 -2.55 8.41
C: 4.00 -11.89 6.75
C: 2.84 -11.08 6.07
C: 3.11 -10.73 4.60
C: 4.19 -9.63 4.49
P: 4.35 -9.12 2.78
C: 5.34 -7.65 2.81
C: 4.57 -6.39 3.35
C: 5.38 -5.07 3.24
C: 5.47 -4.38 1.87
C: 5.30 -10.35 1.78
C: 4.66 -11.67 1.42
C: 5.61 -12.45 0.48
C: 5.05 -13.73 -0.17
C: 2.75 -8.75 1.96
C: 2.78 -8.01 0.56
C: 1.45 -8.14 -0.24
C: 0.66 -6.81 -0.38
H: 4.87 -11.31 7.05
H: 4.35 -12.63 5.95
H: 3.77 -12.48 7.61
H: 2.69 -10.09 6.56
H: 1.90 -11.64 6.20
H: 2.17 -10.36 4.21
H: 3.45 -11.64 4.04
H: 5.21 -9.96 4.82
H: 3.90 -8.72 5.03
H: 5.59 -7.46 1.74
H: 6.22 -7.84 3.40
H: 4.23 -6.51 4.37
H: 3.65 -6.28 2.74
H: 6.36 -5.18 3.73
H: 4.84 -4.32 3.82
H: 4.48 -4.11 1.51
H: 6.00 -4.99 1.09
H: 6.03 -3.43 1.95
H: 6.16 -10.49 2.45
H: 5.64 -9.74 0.94
H: 3.65 -11.57 0.98
H: 4.44 -12.21 2.35
H: 6.55 -12.66 1.03
H: 5.96 -11.79 -0.32
H: 5.83 -14.11 -0.85
H: 4.16 -13.48 -0.78
H: 4.81 -14.46 0.57
H: 2.14 -8.19 2.65
H: 2.22 -9.69 1.89
H: 3.73 -8.38 0.01
H: 3.00 -7.00 0.77
H: 0.88 -8.84 0.38
H: 1.55 -8.57 -1.21
H: 0.20 -6.56 0.57
H: -0.01 -6.77 -1.22
H: 1.41 -6.01 -0.54
C: 0.19 2.38 -4.82
C: 1.17 1.67 -5.78
C: 2.25 0.81 -5.21
C: 3.16 1.53 -4.24
P: 4.52 0.54 -3.61
C: 5.80 0.58 -4.86
C: 6.48 1.96 -5.04
C: 7.74 2.25 -4.14
C: 8.04 3.76 -4.05
C: 5.13 1.17 -2.04
C: 6.34 0.57 -1.43
C: 7.07 1.70 -0.74
C: 8.31 1.19 0.08
C: 4.02 -1.24 -3.40
C: 3.98 -2.13 -4.66
C: 3.27 -3.47 -4.36
C: 1.72 -3.24 -4.15
H: 0.65 3.02 -4.07
H: -0.38 1.64 -4.33
H: -0.51 2.94 -5.46
H: 1.68 2.44 -6.41
H: 0.64 1.17 -6.61
H: 2.85 0.38 -6.00
H: 1.85 0.01 -4.60
H: 2.50 1.82 -3.39
H: 3.51 2.43 -4.70
H: 5.30 0.21 -5.80
H: 6.53 -0.24 -4.65
H: 5.76 2.78 -4.97
H: 6.79 2.02 -6.12
H: 8.56 1.72 -4.58
H: 7.58 1.81 -3.16
H: 8.48 4.21 -4.93
H: 8.82 3.86 -3.31
H: 7.19 4.37 -3.75
H: 4.29 1.06 -1.32
H: 5.27 2.27 -2.22
H: 7.00 0.11 -2.19
H: 6.05 -0.25 -0.71
H: 6.33 2.19 -0.06
H: 7.43 2.40 -1.48
H: 8.99 0.63 -0.52
H: 8.02 0.62 0.99
H: 8.90 2.07 0.46
H: 3.06 -1.32 -2.83
H: 4.81 -1.56 -2.68
H: 5.00 -2.33 -5.06
H: 3.43 -1.68 -5.52
H: 3.78 -3.99 -3.51
H: 3.47 -4.08 -5.22
H: 1.23 -2.69 -4.99
H: 1.56 -2.68 -3.20
H: 1.24 -4.26 -3.99
C: -3.48 2.50 -1.29
C: -3.06 3.89 -1.72
C: -3.87 5.08 -1.17
C: -5.32 5.10 -1.71
P: -6.31 6.45 -1.30
C: -5.55 7.96 -1.80
C: -5.16 8.17 -3.29
C: -4.50 9.52 -3.59
C: -3.20 9.71 -2.82
C: -6.39 6.53 0.46
C: -6.97 5.37 1.28
C: -7.13 5.65 2.74
C: -7.46 4.41 3.57
C: -8.07 6.48 -1.85
C: -8.22 7.01 -3.29
C: -9.69 6.78 -3.76
C: -10.65 7.68 -2.94
H: -3.39 2.36 -0.26
H: -2.85 1.79 -1.83
H: -4.49 2.28 -1.56
H: -3.10 3.97 -2.81
H: -2.03 4.09 -1.41
H: -3.33 6.03 -1.49
H: -3.97 5.19 -0.09
H: -5.85 4.18 -1.49
H: -5.27 4.99 -2.82
H: -4.62 8.01 -1.29
H: -6.23 8.76 -1.47
H: -5.89 7.84 -3.99
H: -4.41 7.40 -3.49
H: -5.18 10.39 -3.30
H: -4.39 9.53 -4.66
H: -2.64 10.65 -3.02
H: -2.55 8.86 -3.01
H: -3.50 9.79 -1.75
H: -7.00 7.40 0.73
H: -5.40 6.74 0.87
H: -6.33 4.45 1.16
H: -7.94 5.02 0.86
H: -7.88 6.42 2.95
H: -6.24 6.15 3.18
H: -7.49 4.57 4.68
H: -6.75 3.52 3.46
H: -8.35 3.98 3.16
H: -8.50 7.22 -1.16
H: -8.52 5.49 -1.78
H: -7.59 6.43 -3.91
H: -7.95 8.03 -3.38
H: -9.87 5.72 -3.62
H: -9.72 7.09 -4.80
H: -11.59 7.90 -3.45
H: -10.22 8.67 -2.71
H: -10.85 7.14 -2.01
C: 4.77 1.73 2.53
C: 4.75 3.28 2.41
C: 3.88 3.91 1.34
C: 4.11 5.47 1.26
P: 2.91 6.48 0.37
C: 3.04 8.31 0.63
C: 3.32 8.73 2.11
C: 4.83 8.76 2.45
C: 5.08 9.02 3.94
C: 1.22 5.94 0.82
C: 0.87 6.12 2.33
C: -0.16 5.06 2.78
C: -1.49 5.04 2.10
C: 2.91 6.18 -1.40
C: 4.23 6.59 -2.14
C: 4.17 6.00 -3.56
C: 5.14 6.72 -4.43
H: 5.42 1.41 3.36
H: 5.11 1.29 1.64
H: 3.71 1.39 2.68
H: 5.82 3.55 2.27
H: 4.51 3.88 3.32
H: 2.86 3.72 1.59
H: 4.03 3.50 0.31
H: 5.10 5.69 0.90
H: 4.02 5.87 2.27
H: 2.11 8.75 0.28
H: 3.81 8.69 -0.05
H: 2.76 8.17 2.77
H: 2.97 9.77 2.20
H: 5.27 9.52 1.84
H: 5.25 7.78 2.23
H: 4.31 8.53 4.49
H: 5.05 10.10 4.17
H: 6.02 8.53 4.17
H: 1.00 5.00 0.30
H: 0.64 6.69 0.21
H: 0.48 7.17 2.52
H: 1.77 5.99 2.97
H: -0.32 5.38 3.81
H: 0.27 4.07 2.74
H: -1.37 4.58 1.12
H: -1.96 6.02 1.95
H: -2.24 4.41 2.60
H: 2.10 6.76 -1.79
H: 2.57 5.17 -1.61
H: 5.07 6.17 -1.57
H: 4.38 7.73 -2.07
H: 3.13 6.18 -3.86
H: 4.23 4.93 -3.60
H: 5.25 6.24 -5.39
H: 6.13 6.97 -4.05
H: 4.74 7.69 -4.65
C: -8.77 -4.41 -8.38
C: -8.45 -3.80 -7.05
C: -6.93 -3.89 -6.80
C: -6.65 -3.70 -5.31
P: -5.07 -2.92 -4.87
C: -3.67 -4.00 -5.45
C: -3.55 -5.31 -4.69
C: -2.21 -5.98 -4.90
C: -1.94 -7.06 -3.80
C: -4.88 -1.33 -5.60
C: -3.49 -0.80 -6.04
C: -3.48 0.64 -6.49
C: -3.72 1.69 -5.46
C: -4.83 -2.71 -3.12
C: -3.53 -2.08 -2.56
C: -3.29 -2.51 -1.13
C: -1.94 -1.91 -0.63
H: -9.80 -4.77 -8.38
H: -8.24 -5.28 -8.62
H: -8.59 -3.76 -9.24
H: -8.99 -4.35 -6.30
H: -8.73 -2.76 -6.94
H: -6.46 -3.18 -7.52
H: -6.50 -4.81 -7.13
H: -6.80 -4.66 -4.88
H: -7.42 -3.04 -4.90
H: -2.74 -3.40 -5.42
H: -3.82 -4.15 -6.52
H: -4.35 -5.98 -4.98
H: -3.66 -5.07 -3.62
H: -1.46 -5.20 -4.78
H: -2.18 -6.36 -5.93
H: -1.05 -7.66 -4.00
H: -2.86 -7.67 -3.75
H: -1.85 -6.59 -2.82
H: -5.17 -0.60 -4.83
H: -5.63 -1.32 -6.41
H: -3.19 -1.45 -6.83
H: -2.74 -0.84 -5.26
H: -4.07 0.71 -7.41
H: -2.40 0.74 -6.79
H: -4.82 1.71 -5.14
H: -3.50 2.68 -5.89
H: -3.19 1.49 -4.51
H: -4.99 -3.72 -2.63
H: -5.66 -2.07 -2.77
H: -3.55 -0.99 -2.70
H: -2.69 -2.37 -3.18
H: -3.30 -3.59 -1.19
H: -4.15 -2.19 -0.53
H: -1.80 -2.01 0.44
H: -1.82 -0.84 -0.91
H: -1.12 -2.41 -1.16
N: 2.31 0.56 0.01
S: 1.73 -0.75 0.77
O: 1.96 -1.92 -0.03
O: 0.42 -0.63 1.41
F: 2.72 -0.83 1.97
S: 1.19 1.59 -0.65
O: 1.89 2.58 -1.48
O: 0.17 2.17 0.18
F: 0.46 0.66 -1.65

Calculated values
* calculated total energy: -195537.041 eV
* largest force on an atom: 3.50 eV/Å
* Kohn-Sham gap: 10.48 eV
* LUMO: -7.152 eV
* net charge: +5
* energy above the lowest of the compared OMol25 structures with the same formula, charge and spin: 0.00 kJ/mol
* HOMO level: -17.63 eV